# C5H13N

A cluster of 2 separate species, C5H13N in total (the ωB97M-V functional and the def2-TZVPD basis, OMol25).

The geometry in XYZ format:
```
19
Properties=species:S:1:pos:R:3:forces:R:3:mulliken_charge:R:1
C 2.97840 -0.27208 -0.02706 -1.52 -0.76 0.98 -0.51
N 1.80788 -0.63289 -0.63251 0.93 0.10 -0.24 -0.33
C -1.50006 -1.19816 0.44501 -0.71 0.65 1.79 -1.25
C -1.54168 0.29777 0.20061 0.55 1.19 -1.24 0.58
C -0.60640 1.05022 1.14730 0.00 0.29 -0.08 -1.06
C -1.08868 0.60360 -1.24383 0.75 -1.09 -0.27 -1.19
H 3.63773 -1.09525 0.27755 0.53 0.20 -0.35 0.25
H 2.85362 0.48523 0.76392 0.41 0.32 -0.14 0.27
H 3.28153 0.25509 -0.97073 0.07 -0.08 -0.18 0.27
H -0.50038 -1.57610 0.30888 0.29 -0.30 -0.67 0.23
H -1.66688 -1.33674 1.52326 -0.16 -0.17 -0.07 0.36
H -2.28773 -1.75581 -0.04559 0.18 -0.17 -0.47 0.38
H -2.51994 0.78079 0.25248 -0.36 -0.62 0.52 0.26
H -0.93620 1.08008 2.18668 -0.01 -0.32 0.04 0.37
H -0.52180 2.09336 0.83808 -0.03 0.07 -0.08 0.37
H 0.39986 0.63520 1.07028 -0.02 -0.08 0.19 0.04
H -1.25614 1.61604 -1.60544 -0.10 0.11 0.24 0.39
H -1.54035 -0.10249 -1.94321 -0.46 0.15 -0.06 0.37
H -0.02299 0.34281 -1.33259 -0.34 0.50 0.08 0.20
```
Forces are in eV/Å.

The calculation puts the largest force on an atom at 2.0 eV/Å. The value obtained for the relative energy (zero: lowest compared OMol25 entry of this formula, charge and spin) is 495.9 kJ/mol. The charge is 0. As for the frontier orbital gap: 0.278 hartree. Its lowest unoccupied orbital energy is -1.2 eV. As for the total energy: -252.8742 hartree. The calculation puts the HOMO energy at -8.775 eV.



# C20H28MoNO3

A structure of composition C20H28MoNO3 (the ωB97M-V functional and the def2-TZVPD basis, OMol25).

The geometry in XYZ format:
```
53
Properties=species:S:1:pos:R:3:forces:R:3:mulliken_charge:R:1
O 0.85799 1.74509 1.06041 -0.08 -2.08 -1.07 -0.59
C 0.78896 0.90900 -0.16670 -0.31 0.80 0.99 1.30
C 2.27926 0.94496 -0.39414 0.67 0.59 0.25 -0.75
H 0.20067 1.39629 -0.92548 -0.28 -0.18 -0.09 0.58
H 0.38389 -0.07238 0.05343 -0.11 -0.04 0.20 -1.30
C 2.30535 1.61928 1.04447 0.23 -0.08 -0.20 1.36
H 2.56468 1.57661 -1.25113 0.04 -0.22 0.43 0.32
H 2.76970 -0.05134 -0.45751 -0.05 0.82 0.06 0.28
C 2.78681 3.01405 1.36902 0.52 0.31 -0.22 -1.44
H 2.20334 3.77831 0.83880 0.23 -0.34 -0.05 0.30
H 3.84772 3.16387 1.15174 -0.05 -0.03 0.11 0.37
H 2.61413 3.18713 2.44102 0.12 -0.08 -0.23 0.36
C 2.84818 0.57358 2.01149 -0.13 -0.05 0.07 -1.06
H 2.51994 -0.41479 1.65690 0.06 0.09 0.32 -0.14
H 2.47045 0.73334 3.03206 0.28 0.00 -0.26 0.36
H 3.95479 0.58324 1.98292 -0.53 0.03 0.15 0.37
Mo -1.01966 -2.75820 -0.35499 0.86 -0.91 3.79 0.66
C 0.63365 -3.92547 -1.31900 -0.06 0.03 -1.17 -0.32
C -0.43130 -3.76562 -2.26747 1.07 0.46 -0.74 -0.55
C -0.58014 -2.35849 -2.54202 0.51 -0.85 0.37 -1.01
H -0.96804 -4.56456 -2.76208 -0.14 0.16 0.39 0.56
C 0.44918 -1.67741 -1.82321 0.40 -0.55 0.07 -0.06
C 1.18565 -2.63633 -1.06082 -0.10 0.69 -1.03 -0.24
H 2.10111 -2.42562 -0.51669 -0.44 -0.05 0.15 0.55
H 1.07350 -4.86111 -0.99157 -0.40 0.13 0.18 0.48
H -1.28474 -1.88795 -3.20436 -0.13 -0.07 -0.09 0.49
H 0.70522 -0.63336 -1.93613 -0.29 -0.11 0.20 0.62
C -1.65259 -3.89189 2.23112 0.78 0.59 0.27 -0.75
C -0.24872 -4.09011 2.11851 -0.47 0.59 -0.16 -0.39
C 0.35806 -2.84212 1.79451 -0.56 0.53 0.09 0.15
H 0.27439 -4.99071 2.41356 -0.04 -0.04 -0.48 0.50
C -0.68471 -1.83193 1.76709 -0.48 -0.44 0.27 -1.25
C -1.93037 -2.50388 2.07480 0.88 0.43 -0.90 -0.63
H -2.87219 -1.99935 2.27106 0.15 -0.21 -0.26 0.46
H -2.37508 -4.65379 2.52730 0.22 0.22 -0.33 0.66
H 1.42786 -2.60741 1.80986 -0.56 -0.26 -0.20 0.57
H -0.54397 -0.75646 1.80017 0.08 -0.15 -0.01 0.76
O -1.29308 2.62924 -0.95619 -0.93 2.74 -0.32 -0.46
C -0.34224 3.72731 -0.70368 0.42 -0.34 0.23 0.17
C -0.97180 5.11053 -1.00446 0.56 -0.55 -0.16 -0.63
H 0.55227 3.52911 -1.32857 -0.41 0.15 0.23 0.21
H -0.02317 3.67236 0.35021 -0.25 -0.07 -0.53 0.04
C -2.40314 4.80947 -1.45541 0.15 -0.40 0.07 -0.50
H -0.40580 5.62891 -1.79643 -0.22 -0.16 0.42 0.26
H -0.92906 5.71049 -0.08771 -0.11 -0.02 -0.35 0.28
C -2.57057 3.27886 -1.30735 -0.25 -0.72 -0.06 -0.54
H -2.56473 5.13305 -2.49286 -0.04 -0.14 0.37 0.26
H -3.10821 5.31764 -0.80455 -0.18 0.08 -0.15 0.25
H -2.90283 2.84793 -2.26983 0.09 0.02 0.51 0.28
H -3.32631 3.03219 -0.52383 0.60 0.09 -0.51 0.27
O -3.39874 -6.22249 -0.15544 0.86 2.09 -0.34 -0.47
C -2.91552 -5.15741 -0.36553 -0.26 -0.79 -0.09 0.72
N -2.41005 -4.07166 -0.57530 -1.94 -1.71 -0.19 -0.72
```
Forces are in eV/Å.

The calculation puts the largest force on an atom at 4.0 eV/Å. The value obtained for the relative energy (zero: lowest compared OMol25 entry of this formula, charge and spin) is 43.7 kJ/mol. As for the spin multiplicity: 3. The charge is +1. As for the frontier orbital gap (spin up / spin down): 0.252 / 0.251 hartree. Its lowest unoccupied orbital energy (spin up / spin down) is -4.9 / -4.9 eV. As for the total energy: -1127.1833 hartree. The calculation puts the HOMO energy (spin up / spin down) at -11.757 / -11.767 eV.



# C18H50N6O10

A cluster of 6 separate species, C18H50N6O10 in total (the ωB97M-V functional and the def2-TZVPD basis, OMol25).

The geometry in XYZ format:
```
84
Properties=species:S:1:pos:R:3:forces:R:3:mulliken_charge:R:1
C 0.47231 -0.13230 1.68576 -0.16 0.88 -0.09 0.86
O -0.40535 -0.81134 2.26397 0.67 0.50 -0.24 -1.08
N 1.01651 -0.53321 0.48403 -0.99 -0.14 1.21 0.12
N 0.91252 1.07882 2.16692 -0.39 -1.23 -0.80 -0.17
H 1.65602 0.02677 -0.04153 0.22 0.13 0.00 0.06
H 0.59583 -1.36284 0.09039 0.59 -0.02 -0.09 -0.14
H 1.66102 1.53797 1.67557 -0.11 0.15 0.05 -0.03
H 0.57817 1.44158 3.04507 0.18 -0.21 0.16 0.03
C -0.15407 1.01006 5.62094 -0.30 -0.10 -0.24 0.64
O 0.85799 1.45499 5.06525 -0.78 -0.34 0.54 -0.67
N -0.99526 0.09323 4.99897 1.22 1.23 1.05 -0.22
N -0.47803 1.43523 6.91789 0.80 -0.46 -1.82 -0.44
H -1.87531 -0.09135 5.42816 -0.36 -0.24 -0.09 0.21
H -0.79820 -0.17810 4.02998 -0.13 -0.08 0.07 0.15
H 0.14759 2.14138 7.26174 -0.20 -0.02 0.22 0.25
H -1.28695 1.14808 7.41683 -0.32 -0.08 0.23 0.15
C 0.12650 1.24623 -5.90182 -0.31 -1.09 -1.17 -0.87
O -0.42551 2.14520 -5.01052 0.07 0.36 0.95 -0.24
C -1.79399 2.29051 -5.27940 -0.62 0.64 -1.71 -0.63
C -2.54756 3.17190 -4.33891 0.32 0.37 1.95 -0.77
N -2.96451 2.56625 -3.06942 -0.65 -0.55 -0.67 -0.37
C -1.97754 1.88725 -2.26157 0.73 1.02 -0.12 -0.14
C -2.65001 1.32336 -1.04575 -1.76 0.03 -0.75 -0.37
O -3.45322 2.37530 -0.51642 1.26 0.37 -0.17 -0.37
C -4.26336 1.95626 0.51410 -0.96 -0.74 0.03 -0.70
H -0.13351 1.47313 -6.95007 0.02 0.27 0.12 0.34
H -0.30642 0.24912 -5.73024 0.27 -0.10 0.04 0.33
H 1.20822 1.18859 -5.86327 0.10 0.23 0.46 0.30
H -2.31220 1.34038 -5.48201 0.21 -0.16 0.54 0.37
H -1.86306 2.82114 -6.25033 0.01 -0.15 0.03 0.51
H -3.46898 3.50824 -4.81251 0.12 0.04 -0.24 0.40
H -1.92843 4.06024 -4.09945 -0.01 -0.09 -0.52 0.32
H -3.47011 3.23722 -2.50838 0.03 -0.07 -0.01 0.25
H -1.19553 2.60647 -1.92876 0.10 -0.44 -0.16 0.13
H -1.53205 1.10251 -2.87361 0.24 -0.05 0.24 0.13
H -1.99784 0.88590 -0.29832 0.33 -0.03 0.16 0.41
H -3.39589 0.59054 -1.41114 0.45 -0.31 0.23 0.22
H -4.95404 2.76857 0.71336 0.00 0.07 0.42 0.28
H -3.71398 1.62317 1.39414 0.16 0.26 0.28 0.19
H -4.86162 1.08615 0.19058 -0.05 0.09 0.05 0.31
C 1.59282 -0.35086 -2.92210 -0.15 0.54 -0.72 -0.45
O 1.54706 -1.69757 -2.52095 0.40 0.59 0.25 -0.46
C 0.23936 -2.24067 -2.48390 0.26 0.27 -0.36 0.56
C 0.39565 -3.62349 -1.89626 -0.40 -0.05 -0.02 -1.36
N 0.47972 -3.62408 -0.44586 0.57 0.53 0.83 -0.25
C -0.71554 -3.44475 0.36118 -1.51 -0.60 -0.75 0.09
C -1.81712 -4.41964 -0.06498 -0.21 -0.64 -0.20 -1.05
O -2.43802 -4.12786 -1.31332 0.36 -0.01 0.19 -0.37
C -3.29902 -3.04172 -1.23049 -0.36 0.91 0.22 -0.48
H 0.91407 0.29197 -2.34135 -0.04 -0.17 -0.08 -0.01
H 1.36068 -0.24025 -3.99594 -0.33 -0.13 0.29 0.24
H 2.59158 0.09093 -2.84936 0.09 -0.56 0.45 0.34
H -0.15896 -2.29659 -3.50928 -0.03 -0.05 0.10 0.54
H -0.42959 -1.57561 -1.91549 0.00 -0.17 0.08 -0.24
H 1.36629 -3.95994 -2.25796 -0.05 -0.21 -0.06 0.56
H -0.39153 -4.27667 -2.28168 0.09 -0.02 -0.07 0.32
H 0.98328 -4.44487 -0.14821 0.04 0.02 0.18 0.35
H -1.14324 -2.43565 0.31770 0.34 0.06 -0.24 -0.10
H -0.59400 -3.59340 1.43457 0.78 -0.06 -0.10 0.47
H -2.61256 -4.53586 0.68783 0.15 0.19 0.09 0.46
H -1.38647 -5.41356 -0.23039 0.09 0.07 0.22 0.33
H -3.96185 -3.07848 -2.09031 -0.27 -0.07 0.10 0.29
H -2.82561 -2.04440 -1.24938 0.34 -0.28 -0.12 -0.01
H -3.83425 -3.05444 -0.27058 -0.38 -0.14 -0.25 0.35
C 4.09698 2.49966 1.31427 -0.98 -0.36 1.51 -0.44
C 3.45748 3.10845 0.09963 0.61 -0.03 -0.35 -0.46
O 2.02876 2.98985 0.22793 0.72 0.27 -0.27 -0.41
O 3.86980 1.10287 1.25488 0.05 -0.15 -0.36 -0.45
H 3.50544 2.91341 2.15819 0.33 -0.01 -0.05 0.21
H 5.14022 2.73830 1.54029 0.07 0.12 -0.64 0.48
H 3.80817 2.57808 -0.79630 -0.22 0.05 0.07 0.19
H 3.79300 4.14678 0.01805 -0.27 0.04 -0.01 0.48
H 1.65279 3.84271 -0.00202 -0.20 -0.08 0.00 0.23
H 4.15826 0.62125 2.04948 0.15 0.13 -0.19 0.22
C 2.36116 -1.92220 3.80013 -0.34 0.59 0.85 -0.19
C 3.20263 -0.68818 4.03415 0.34 0.34 -0.38 0.30
O 4.45717 -0.78584 3.31154 -0.53 -0.05 0.45 -0.64
O 2.98181 -3.05783 4.38714 0.32 -0.44 -0.39 -0.58
H 2.22352 -2.08130 2.73375 0.22 -0.25 -0.07 0.16
H 1.36177 -1.77834 4.22810 0.05 0.10 -0.03 0.20
H 3.42202 -0.48951 5.09297 -0.15 -0.35 0.00 0.39
H 2.66635 0.19685 3.68680 0.15 -0.11 -0.15 -0.26
H 4.77664 -1.68693 3.47031 0.01 0.23 -0.18 0.37
H 3.14314 -2.87324 5.31697 -0.12 0.05 0.03 0.37
```
Forces are in eV/Å.

The calculation puts the largest force on an atom at 2.0 eV/Å. The value obtained for the relative energy (zero: lowest compared OMol25 entry of this formula, charge and spin) is 411.7 kJ/mol. The charge is 0. As for the frontier orbital gap: 0.329 hartree. Its lowest unoccupied orbital energy is 0.6 eV. As for the total energy: -1796.7133 hartree. The calculation puts the HOMO energy at -8.306 eV.



# C3H7N3O2

An isolated molecule of C3H7N3O2 (the ωB97M-V functional and the def2-TZVPD basis, OMol25).

The geometry in XYZ format:
```
15
Properties=species:S:1:pos:R:3:forces:R:3:mulliken_charge:R:1
C -0.67642 -0.68585 -2.01565 -2.56 -6.18 -3.63 -0.66
C 0.21029 0.13472 0.15415 -2.62 -0.34 -3.03 0.51
C 1.51568 -1.50531 1.37942 -4.29 -3.47 8.92 0.29
H -0.71985 -0.48266 -3.24435 1.09 0.72 3.47 0.25
H -0.19373 -1.90255 -2.00439 -0.90 3.47 0.18 0.18
H -1.88197 -0.97807 -2.00180 2.83 0.76 0.47 0.23
H -0.18445 0.78884 2.01917 -0.18 -0.59 1.84 0.26
H 0.20250 3.02019 0.24750 -3.26 -2.43 1.50 0.26
H -1.62963 2.49066 0.44362 2.86 -1.06 0.23 0.24
H 2.59578 -2.04989 1.32028 -2.77 1.31 0.28 0.27
N -0.40318 0.14969 -0.96386 0.78 1.55 2.04 -0.32
N 0.00482 1.07939 1.11301 -0.39 3.23 -2.23 -0.11
N -0.59512 2.37677 0.75315 1.96 0.87 -0.58 -0.63
O 1.20269 -0.79877 0.42269 1.20 1.89 -4.48 -0.17
O 0.55261 -1.63716 2.37706 6.26 0.26 -4.99 -0.61
```
Forces are in eV/Å.

The calculation puts the largest force on an atom at 10.5 eV/Å. The value obtained for the relative energy (zero: lowest compared OMol25 entry of this formula, charge and spin) is 709.1 kJ/mol. The charge is 0. As for the frontier orbital gap: 0.357 hartree. Its lowest unoccupied orbital energy is 0.6 eV. As for the total energy: -433.0527 hartree. The calculation puts the HOMO energy at -9.065 eV.



# C9H13N2O

The ion C9H13N2O with charge +1 (the ωB97M-V functional and the def2-TZVPD basis, OMol25).

The geometry in XYZ format:
```
25
Properties=species:S:1:pos:R:3:forces:R:3:mulliken_charge:R:1
C 0.15343 1.32792 -2.22897 -0.43 -3.89 0.74 0.71
C -0.19347 -0.33297 -0.42168 -0.09 0.14 2.18 0.43
C 0.23464 2.56968 -2.94849 -0.64 2.46 -0.28 -0.28
C -1.41516 -2.19162 -1.65131 -0.09 0.02 0.01 -0.56
C 0.01910 -2.56200 -1.63685 0.05 0.00 0.02 -0.50
C -0.54553 -1.73328 -0.49527 -0.05 -0.62 0.04 -0.43
C -0.61741 1.39639 2.58976 0.05 -0.27 -0.06 -1.46
C 1.70986 0.50668 2.18336 -0.25 -0.16 -0.07 -1.44
C 0.21861 0.34155 1.86731 -0.10 -0.58 0.81 0.59
N -0.10268 0.37158 -1.62535 0.88 3.07 -3.04 0.17
N 0.05102 0.52690 0.46275 0.17 -0.01 -0.30 -0.36
O 0.86338 2.81807 -3.92494 0.15 -0.63 0.10 -0.27
H -0.42923 3.29128 -2.42375 0.21 0.07 -0.24 0.28
H -1.75460 -1.43489 -2.34588 0.03 -0.01 -0.06 0.23
H -2.15484 -2.94729 -1.43778 0.00 -0.03 0.08 0.28
H 0.29504 -3.57720 -1.40140 -0.02 -0.06 0.05 0.28
H 0.69203 -2.07398 -2.32624 0.02 0.05 -0.06 0.25
H -0.67601 -2.20918 0.46792 0.02 0.04 -0.08 0.53
H -1.67064 1.28011 2.34723 -0.10 0.05 0.04 0.37
H -0.48889 1.27234 3.66168 -0.04 0.02 0.09 0.42
H -0.29550 2.39795 2.31217 0.04 0.04 -0.05 0.34
H 2.29967 -0.22416 1.63545 0.11 -0.04 -0.01 0.35
H 1.86210 0.34933 3.24901 0.03 0.01 0.03 0.42
H 2.04440 1.50616 1.92095 0.04 0.11 -0.03 0.36
H -0.09930 -0.66937 2.17032 0.03 0.20 0.07 0.29
```
Forces are in eV/Å.

The calculation puts the largest force on an atom at 4.4 eV/Å. The value obtained for the relative energy (zero: lowest compared OMol25 entry of this formula, charge and spin) is 494.0 kJ/mol. The charge is +1. As for the frontier orbital gap: 0.286 hartree. Its lowest unoccupied orbital energy is -6.3 eV. As for the total energy: -535.0988 hartree. The calculation puts the HOMO energy at -14.112 eV.



# C3H9NO

A cluster of 2 separate species, C3H9NO in total (the ωB97M-V functional and the def2-TZVPD basis, OMol25).

The geometry in XYZ format:
```
14
Properties=species:S:1:pos:R:3:forces:R:3:mulliken_charge:R:1
C -2.38047 -1.34025 -0.01725 0.24 -0.32 0.01 -1.19
C -1.26657 -0.85059 -0.90068 0.27 -0.22 0.49 0.68
C -0.34765 0.02110 -0.49034 -0.01 0.45 -0.08 -2.11
N 0.79671 0.35935 -1.19189 -0.14 0.14 -0.19 -0.40
H -2.49368 -0.75181 0.90028 0.14 0.02 -0.24 0.47
H -3.34138 -1.36050 -0.52682 -0.19 0.01 -0.08 0.30
H -2.15457 -2.37422 0.29147 -0.22 0.17 0.03 0.20
H -1.03348 -1.40233 -1.80799 -0.29 -0.08 -0.12 0.29
H -0.47645 0.59981 0.41981 -0.09 -0.09 0.07 0.40
H 1.41785 1.00080 -0.72273 0.16 -0.20 0.14 0.64
H 1.24719 -0.39676 -1.67738 0.15 0.10 0.02 0.19
H 1.67757 1.26537 1.88150 -0.05 0.04 0.21 0.37
H 2.82771 1.81149 2.75479 -0.14 -0.02 0.00 1.06
O 2.62879 1.49790 1.85200 0.18 -0.01 -0.25 -1.91
```
Forces are in eV/Å.

The calculation puts the largest force on an atom at 0.6 eV/Å. The value obtained for the relative energy (zero: lowest compared OMol25 entry of this formula, charge and spin) is 9.9 kJ/mol. As for the spin multiplicity: 2. The charge is -1. As for the frontier orbital gap (spin up / spin down): 0.106 / 0.312 hartree. Its lowest unoccupied orbital energy (spin up / spin down) is 3.9 / 3.8 eV. As for the total energy: -249.6324 hartree. The calculation puts the HOMO energy (spin up / spin down) at 1.016 / -4.642 eV.



Which value of largest force on an atom does entry 6 give?
0.6 eV/Å



Number 3 is which compound?
C18H50N6O10